ORCA calculation (wB97M-V/def2-TZVPD) on a molecular structure, C68H47Br2FN2O9S.

Element x y z (Å)
C1 -3.20 -2.47 3.34
C2 -3.61 -0.98 3.39
C3 -2.74 -0.22 4.36
F1 -1.46 -0.13 3.85
C4 -3.27 1.19 4.78
C5 -4.18 0.90 5.91
N1 -4.93 0.65 6.75
C6 -4.19 1.88 3.72
C7 -5.68 1.70 3.95
O1 -6.37 0.98 3.29
C8 -2.15 2.16 5.35
S1 -1.41 1.39 6.88
C9 -2.80 3.37 5.86
N2 -3.33 4.30 6.27
C10 -1.00 2.66 4.34
Br1 0.76 1.90 4.72
C11 -1.38 2.57 2.84
C12 -2.10 3.86 2.37
Br2 0.19 2.39 1.70
H1 -3.16 -2.82 2.32
H2 -3.96 -3.07 3.84
H3 -2.25 -2.65 3.84
H4 -3.49 -0.57 2.39
H5 -4.66 -0.92 3.68
H6 -2.68 -0.83 5.27
H7 -4.03 2.96 3.75
H8 -3.95 1.56 2.71
H9 -6.12 2.33 4.74
H10 -2.07 0.23 6.87
H11 -0.84 3.71 4.55
H12 -1.98 1.71 2.59
H13 -2.40 4.49 3.20
H14 -3.02 3.58 1.85
H15 -1.51 4.41 1.65
C13 -0.87 3.37 -2.08
C14 0.15 2.56 -1.58
C15 1.42 2.61 -2.15
C16 1.66 3.47 -3.22
C17 0.63 4.26 -3.72
C18 -0.63 4.22 -3.14
C19 0.86 5.16 -4.89
O2 -0.03 5.86 -5.32
C20 2.21 5.17 -5.51
C21 2.43 5.96 -6.63
C22 3.69 5.99 -7.22
C23 4.73 5.24 -6.68
C24 4.51 4.45 -5.57
C25 3.25 4.40 -4.98
C26 3.03 3.52 -3.80
O3 3.94 2.87 -3.33
H16 -1.85 3.33 -1.62
H17 -0.05 1.90 -0.75
H18 2.22 1.99 -1.77
H19 -1.41 4.85 -3.54
H20 1.62 6.54 -7.04
H21 3.86 6.60 -8.10
H22 5.71 5.27 -7.14
H23 5.31 3.86 -5.14
C27 -0.33 -6.78 0.36
C28 0.92 -7.37 0.22
C29 2.07 -6.60 0.37
C30 1.96 -5.25 0.65
C31 0.70 -4.66 0.78
C32 -0.44 -5.43 0.64
C33 0.56 -3.19 1.04
O4 -0.53 -2.68 1.16
C34 1.81 -2.39 1.15
C35 1.71 -1.02 1.34
C36 2.86 -0.25 1.46
C37 4.11 -0.84 1.39
C38 4.22 -2.21 1.19
C39 3.07 -2.98 1.06
C40 3.21 -4.45 0.82
O5 4.30 -4.98 0.77
H24 -1.22 -7.39 0.26
H25 1.01 -8.42 -0.01
H26 3.05 -7.05 0.26
H27 -1.41 -4.97 0.75
H28 0.73 -0.56 1.40
H29 2.77 0.82 1.61
H30 5.00 -0.24 1.49
H31 5.19 -2.68 1.13
C41 -10.28 4.71 2.21
C42 -9.25 3.85 2.58
C43 -7.98 4.02 2.08
C44 -7.72 5.06 1.19
C45 -8.75 5.92 0.80
C46 -10.03 5.74 1.32
C47 -8.52 7.01 -0.19
O6 -9.41 7.76 -0.52
C48 -7.15 7.15 -0.76
C49 -6.91 8.12 -1.72
C50 -5.64 8.27 -2.25
C51 -4.60 7.46 -1.82
C52 -4.83 6.49 -0.86
C53 -6.10 6.32 -0.33
C54 -6.34 5.24 0.67
O7 -5.42 4.54 1.05
H32 -11.27 4.57 2.62
H33 -9.45 3.03 3.27
H34 -7.18 3.36 2.36
H35 -10.82 6.42 1.02
H36 -7.73 8.75 -2.04
H37 -5.46 9.03 -3.00
H38 -3.61 7.59 -2.23
H39 -4.03 5.85 -0.52
C55 8.32 -8.07 1.26
C56 7.34 -7.10 1.08
C57 6.80 -6.88 -0.18
C58 7.25 -7.62 -1.26
C59 8.24 -8.59 -1.08
C60 8.77 -8.81 0.18
C61 8.77 -9.37 -2.24
O8 9.63 -10.22 -2.08
C62 8.21 -9.09 -3.59
C63 8.72 -9.77 -4.69
C64 8.20 -9.53 -5.95
C65 7.17 -8.61 -6.12
C66 6.66 -7.93 -5.03
C67 7.18 -8.16 -3.76
C68 6.64 -7.39 -2.60
O9 5.74 -6.59 -2.75
H40 8.73 -8.25 2.24
H41 7.00 -6.51 1.92
H42 6.04 -6.12 -0.32
H43 9.53 -9.57 0.31
H44 9.52 -10.48 -4.54
H45 8.60 -10.06 -6.80
H46 6.76 -8.43 -7.10
H47 5.86 -7.21 -5.15

For the HOMO-LUMO gap, the calculation gives 8.163 eV. The total charge is 0. As for the energy relative to the best compared isomer or geometry (same formula, charge and spin): 0.0 kcal per mole. For the largest force on an atom, the calculation gives 1.0 eV/A.